## A
DFT (ωB97M-V/def2-TZVPD) results for C16H26O5 as an isolated structure.

HOMO level: -0.308 Eh
Lowest unoccupied orbital energy: 0.71 eV
HOMO-LUMO gap: 9.096 eV

```
47
C16H26O5, DFT ωB97M-V/def2-TZVPD
O 0.129 4.287 1.386
O -1.656 3.794 2.248
O -0.085 -2.287 0.852
O 1.729 2.451 -0.153
O 2.578 -0.100 0.342
C -0.540 -4.122 -0.954
C 0.545 0.059 -1.899
C -0.472 -4.604 -3.513
C -0.685 -3.600 0.338
C 0.319 0.274 -0.487
C 0.149 5.749 1.240
C 0.975 -1.915 0.470
C 0.005 1.716 -0.035
C -0.479 2.062 1.241
C 0.060 -5.243 -1.228
C -1.227 -3.203 -1.908
C 1.320 -0.423 0.586
C 0.156 -5.436 -2.894
C -0.887 3.532 1.302
C -1.182 -3.588 -3.098
C -1.052 3.540 3.683
H -1.870 -2.332 -1.427
H -1.249 1.631 1.235
H 0.041 -4.327 1.026
H 2.708 0.956 0.129
H 1.467 3.274 0.280
H 0.625 -6.329 -3.025
H -0.766 -0.192 -0.412
H -1.511 3.998 0.398
H -0.485 2.223 -0.776
H 0.641 -1.013 -2.042
H 1.679 0.258 -1.876
H -1.727 -2.905 -3.869
H -0.431 6.146 2.095
H 0.791 -5.776 -0.866
H 1.006 -0.295 1.686
H -0.636 -4.898 -4.563
H 1.426 -2.273 -0.599
H -0.394 5.988 0.083
H 0.129 0.638 -2.437
H 1.949 -2.306 1.213
H 0.213 2.049 1.934
H -1.772 3.987 4.378
H -1.272 -3.908 1.080
H -1.207 2.386 3.834
H 1.039 6.276 1.176
H -0.092 3.799 3.821
```

Charges in e, computed with natural (NBO), in the same order as the atoms: atom 1 (O): -0.580, atom 2 (O): -0.541, atom 3 (O): -0.524, atom 4 (O): -0.905, atom 5 (O): -0.754, atom 6 (C): -0.116, atom 7 (C): -0.607, atom 8 (C): -0.281, atom 9 (C): -0.108, atom 10 (C): -0.260, atom 11 (C): -0.237, atom 12 (C): 0.013, atom 13 (C): 0.250, atom 14 (C): -0.523, atom 15 (C): -0.165, atom 16 (C): -0.180, atom 17 (C): 0.116, atom 18 (C): -0.115, atom 19 (C): 0.445, atom 20 (C): -0.186, atom 21 (C): -0.289, atom 22 (H): 0.231, atom 23 (H): 0.218, atom 24 (H): 0.177, atom 25 (H): 0.543, atom 26 (H): 0.475, atom 27 (H): 0.207, atom 28 (H): 0.193, atom 29 (H): 0.116, atom 30 (H): 0.172, atom 31 (H): 0.227, atom 32 (H): 0.216, atom 33 (H): 0.206, atom 34 (H): 0.191, atom 35 (H): 0.206, atom 36 (H): 0.137, atom 37 (H): 0.208, atom 38 (H): 0.139, atom 39 (H): 0.166, atom 40 (H): 0.187, atom 41 (H): 0.071, atom 42 (H): 0.236, atom 43 (H): 0.207, atom 44 (H): 0.239, atom 45 (H): 0.189, atom 46 (H): 0.202, atom 47 (H): 0.188


## B
DFT (ωB97M-V/def2-TZVPD) results for one molecule with the formula C16H26O5.

HOMO level: -0.350 Eh
Lowest unoccupied orbital energy: 0.77 eV
HOMO-LUMO gap: 10.298 eV

```
47
C16H26O5, DFT ωB97M-V/def2-TZVPD
O -1.220 0.772 -0.451
O -0.693 -1.897 2.709
O -0.498 -1.057 -4.162
O -2.842 -1.209 2.134
O 1.337 -0.168 -1.156
C 1.867 3.334 1.388
C 2.432 1.761 -0.341
C -0.451 -0.576 -2.834
C 3.098 3.128 1.986
C -1.700 -1.029 -2.050
C -1.750 -0.521 -0.583
C -0.702 -1.458 4.050
C -1.093 -1.486 0.413
C 3.663 1.556 0.266
C -2.943 -0.532 -2.792
C 0.893 -1.002 -2.202
C 2.054 0.988 -1.576
C -1.470 -1.105 1.849
C 3.997 2.238 1.423
C 1.533 2.654 0.230
C -3.397 -2.503 2.006
H -1.706 -2.127 -2.037
H 3.358 3.660 2.890
H -3.029 0.545 -2.671
H -1.401 -2.514 0.224
H -3.641 -2.732 0.963
H 2.950 0.677 -2.131
H -0.473 0.515 -2.935
H 0.570 2.817 -0.229
H -0.113 -2.179 4.612
H -2.806 -0.422 -0.303
H 4.958 2.073 1.887
H 4.364 0.858 -0.169
H -0.580 -2.017 -4.138
H -1.721 -1.419 4.447
H -3.838 -1.000 -2.391
H -2.873 -0.758 -3.853
H 1.644 -1.030 -3.004
H -4.313 -2.500 2.594
H -0.250 -0.463 4.133
H -1.256 -0.035 2.009
H 1.431 1.605 -2.239
H 0.805 -2.006 -1.775
H -2.713 -3.262 2.396
H 1.161 4.025 1.825
H -0.007 -1.426 0.346
H -0.254 0.682 -0.495
```

Charges in e, computed with natural (NBO), in the same order as the atoms: atom 1 (O): -0.743, atom 2 (O): -0.550, atom 3 (O): -0.710, atom 4 (O): -0.549, atom 5 (O): -0.563, atom 6 (C): -0.193, atom 7 (C): 0.035, atom 8 (C): 0.064, atom 9 (C): -0.210, atom 10 (C): -0.242, atom 11 (C): 0.098, atom 12 (C): -0.253, atom 13 (C): -0.477, atom 14 (C): -0.225, atom 15 (C): -0.612, atom 16 (C): -0.090, atom 17 (C): -0.102, atom 18 (C): 0.380, atom 19 (C): -0.207, atom 20 (C): -0.238, atom 21 (C): -0.268, atom 22 (H): 0.187, atom 23 (H): 0.214, atom 24 (H): 0.213, atom 25 (H): 0.210, atom 26 (H): 0.163, atom 27 (H): 0.181, atom 28 (H): 0.189, atom 29 (H): 0.221, atom 30 (H): 0.191, atom 31 (H): 0.191, atom 32 (H): 0.214, atom 33 (H): 0.211, atom 34 (H): 0.460, atom 35 (H): 0.178, atom 36 (H): 0.205, atom 37 (H): 0.222, atom 38 (H): 0.187, atom 39 (H): 0.194, atom 40 (H): 0.169, atom 41 (H): 0.170, atom 42 (H): 0.181, atom 43 (H): 0.188, atom 44 (H): 0.185, atom 45 (H): 0.214, atom 46 (H): 0.234, atom 47 (H): 0.482


Stability ranking, top and bottom: B is the most stable and A is the least stable.


## A
DFT (ωB97M-V/def2-TZVPD) results for a 8-piece molecular cluster, C16H48O8 overall.

HOMO level: -0.362 Eh
Lowest unoccupied orbital energy: 0.37 eV
HOMO-LUMO gap: 10.216 eV

```
72
C16H48O8, DFT ωB97M-V/def2-TZVPD
O 2.776 5.322 4.555
O -2.353 -3.772 -1.649
O -0.012 0.033 -3.860
O 5.020 0.380 1.026
O 0.517 -2.595 -0.343
O 0.882 -1.222 5.059
O -3.492 2.812 -6.007
O 0.008 0.051 -0.871
C 2.966 3.920 2.585
C -0.556 -1.279 -3.921
C -3.731 -3.865 -1.268
C 1.711 -1.096 2.867
C -0.105 2.037 0.241
C -2.438 2.468 -5.113
C -0.901 0.728 0.031
C -2.210 0.993 -0.744
C 2.622 5.327 3.119
C -4.321 -5.246 -1.583
C -0.487 -2.280 3.371
C 0.909 -1.969 3.834
C 1.847 -3.125 -0.455
C 3.609 6.355 2.547
C 3.745 0.700 0.466
C -4.519 -2.764 -1.952
H 1.515 -2.873 3.974
H 0.050 -0.878 -0.567
H 2.274 -3.140 0.544
H -1.190 -1.589 -3.088
H 2.593 3.090 3.194
H 2.060 -1.697 2.031
H -1.536 3.065 -5.281
H -2.953 1.506 -0.127
H -2.203 1.404 -5.094
H 2.481 -0.510 3.373
H 2.495 3.750 1.615
H -5.569 -2.994 -2.131
H 2.333 -2.434 -1.143
H 3.459 1.725 0.702
H -0.189 0.333 -2.958
H -1.103 0.120 0.914
H 3.407 4.614 4.715
H -4.338 -1.805 -1.469
H -3.625 -6.053 -1.347
H 1.848 -4.080 -0.980
H 1.595 5.596 2.881
H 0.296 -1.961 -4.015
H -4.138 -2.666 -2.976
H 1.192 -0.226 2.443
H 0.707 1.891 0.963
H 2.969 0.021 0.808
H -0.562 -2.819 2.427
H 0.389 2.374 -0.664
H 3.804 0.692 -0.624
H -4.503 -5.432 -2.645
H -5.236 -5.294 -0.995
H -3.369 2.313 -6.819
H -0.978 -2.938 4.095
H -2.707 0.069 -1.048
H -1.035 -1.337 3.354
H -1.166 -1.351 -4.829
H -0.693 2.808 0.754
H -0.160 -3.280 -0.326
H 4.962 -0.471 1.466
H -2.028 1.602 -1.630
H 4.472 6.527 3.186
H 4.044 3.748 2.551
H -2.826 2.808 -4.150
H -3.767 -3.690 -0.193
H -2.308 -3.954 -2.595
H 3.131 7.333 2.457
H 3.934 6.029 1.557
H 0.687 -1.864 5.752
```

Charges in e, computed with Mulliken, in the same order as the atoms: atom 1 (O): -0.566, atom 2 (O): -0.481, atom 3 (O): -0.590, atom 4 (O): -0.566, atom 5 (O): -0.372, atom 6 (O): -0.556, atom 7 (O): -0.545, atom 8 (O): -0.205, atom 9 (C): -1.562, atom 10 (C): -0.518, atom 11 (C): 0.374, atom 12 (C): -0.399, atom 13 (C): -1.259, atom 14 (C): -0.262, atom 15 (C): 1.119, atom 16 (C): -1.354, atom 17 (C): 0.491, atom 18 (C): -1.446, atom 19 (C): -1.043, atom 20 (C): 0.293, atom 21 (C): -0.718, atom 22 (C): -1.206, atom 23 (C): 0.427, atom 24 (C): -0.976, atom 25 (H): 0.266, atom 26 (H): 0.115, atom 27 (H): 0.161, atom 28 (H): 0.124, atom 29 (H): 0.479, atom 30 (H): -0.169, atom 31 (H): 0.270, atom 32 (H): 0.479, atom 33 (H): 0.095, atom 34 (H): 0.345, atom 35 (H): 0.340, atom 36 (H): 0.396, atom 37 (H): 0.279, atom 38 (H): -0.098, atom 39 (H): 0.352, atom 40 (H): 0.180, atom 41 (H): 0.329, atom 42 (H): 0.145, atom 43 (H): 0.361, atom 44 (H): 0.340, atom 45 (H): 0.296, atom 46 (H): 0.276, atom 47 (H): 0.284, atom 48 (H): 0.037, atom 49 (H): -0.005, atom 50 (H): -0.330, atom 51 (H): 0.145, atom 52 (H): 0.345, atom 53 (H): 0.312, atom 54 (H): 0.351, atom 55 (H): 0.402, atom 56 (H): 0.301, atom 57 (H): 0.417, atom 58 (H): 0.112, atom 59 (H): 0.261, atom 60 (H): 0.317, atom 61 (H): 0.438, atom 62 (H): 0.184, atom 63 (H): 0.332, atom 64 (H): 0.234, atom 65 (H): 0.300, atom 66 (H): 0.433, atom 67 (H): 0.143, atom 68 (H): 0.269, atom 69 (H): 0.306, atom 70 (H): 0.334, atom 71 (H): 0.303, atom 72 (H): 0.334


## B
DFT (ωB97M-V/def2-TZVPD) results for C16H48O8 as an isolated structure.

HOMO level: -0.306 Eh
Lowest unoccupied orbital energy: 0.04 eV
HOMO-LUMO gap: 8.360 eV

```
72
C16H48O8, DFT ωB97M-V/def2-TZVPD
O 0.586 -2.084 0.762
O -1.063 0.129 -1.337
O 1.383 -0.505 4.032
O -0.338 -0.199 0.310
O 2.211 2.325 -1.172
O -2.944 -0.190 -2.439
O -3.292 2.612 2.367
O 3.394 -2.101 -2.157
C 3.409 2.297 -1.931
C 2.302 -1.975 -1.272
C -0.583 -2.028 1.585
C -2.568 -0.987 -1.321
C -0.690 1.464 -1.444
C 1.943 0.079 0.475
C 0.749 0.269 -0.448
C 0.337 1.503 3.419
C -1.923 2.387 -1.775
C -1.801 1.080 1.121
C -2.020 2.314 1.936
C 1.279 -3.192 -1.325
C -1.690 -2.963 0.918
C -3.469 -2.166 -1.378
C 4.318 1.312 -1.143
C 0.804 0.113 2.970
H -1.917 0.240 1.806
H -3.325 -2.609 -0.392
H -0.799 1.024 0.695
H 1.968 0.905 1.186
H -0.846 -0.972 1.520
H -3.213 3.463 2.804
H 0.834 -3.289 -2.315
H 1.441 0.128 2.086
H -1.135 -0.086 -0.214
H -1.817 -2.842 -0.158
H 1.175 2.047 3.856
H -1.289 2.369 2.742
H 2.785 -1.969 -0.295
H 0.785 -0.341 -1.350
H -1.515 -1.112 -1.067
H 0.143 1.656 -2.120
H -2.813 -0.419 -0.424
H 1.872 -4.093 -1.167
H -2.564 -0.411 -3.292
H 2.199 3.258 -0.948
H 0.504 -3.167 -0.558
H -1.978 2.527 -2.854
H 3.743 0.396 -1.012
H 1.350 -1.453 3.885
H -0.367 1.581 4.248
H -1.845 3.152 1.261
H -1.443 -4.010 1.095
H -0.300 -2.363 2.583
H 2.860 0.033 -0.112
H 3.100 1.939 -2.913
H -2.938 2.144 -1.460
H 5.231 1.058 -1.681
H -1.732 0.013 -2.015
H 1.952 -0.920 0.911
H 1.734 -1.048 -1.356
H 0.740 -1.157 0.565
H -2.537 0.840 0.354
H 4.489 1.748 -0.158
H -0.071 2.112 2.612
H 3.822 3.304 -2.000
H -3.154 -2.899 -2.121
H -1.841 3.345 -1.261
H -0.476 1.757 -0.416
H 0.820 1.339 -0.646
H -4.495 -1.905 -1.641
H -2.722 -2.823 1.240
H -0.016 -0.511 2.616
H 3.266 -1.474 -2.873
```

Charges in e, computed with Mulliken, in the same order as the atoms: atom 1 (O): -0.739, atom 2 (O): -0.547, atom 3 (O): -0.660, atom 4 (O): -1.109, atom 5 (O): -0.327, atom 6 (O): -0.606, atom 7 (O): -0.616, atom 8 (O): -0.642, atom 9 (C): -0.532, atom 10 (C): 0.150, atom 11 (C): 1.632, atom 12 (C): 0.937, atom 13 (C): 0.356, atom 14 (C): -1.233, atom 15 (C): 0.556, atom 16 (C): -1.649, atom 17 (C): -1.783, atom 18 (C): -0.086, atom 19 (C): -0.943, atom 20 (C): -1.104, atom 21 (C): -1.997, atom 22 (C): -1.363, atom 23 (C): -0.830, atom 24 (C): 1.663, atom 25 (H): 0.409, atom 26 (H): 0.317, atom 27 (H): 0.134, atom 28 (H): 0.760, atom 29 (H): -1.539, atom 30 (H): 0.399, atom 31 (H): 0.309, atom 32 (H): -0.729, atom 33 (H): -0.667, atom 34 (H): 0.356, atom 35 (H): 0.459, atom 36 (H): 0.277, atom 37 (H): 0.245, atom 38 (H): 0.888, atom 39 (H): -0.005, atom 40 (H): 0.664, atom 41 (H): 0.236, atom 42 (H): 0.376, atom 43 (H): 0.401, atom 44 (H): 0.265, atom 45 (H): 0.094, atom 46 (H): 0.383, atom 47 (H): 0.696, atom 48 (H): 0.438, atom 49 (H): 0.358, atom 50 (H): 0.375, atom 51 (H): 0.474, atom 52 (H): 0.363, atom 53 (H): -0.970, atom 54 (H): 0.236, atom 55 (H): 0.276, atom 56 (H): 0.416, atom 57 (H): 1.062, atom 58 (H): 0.841, atom 59 (H): -0.841, atom 60 (H): 0.036, atom 61 (H): 0.398, atom 62 (H): 0.278, atom 63 (H): 0.336, atom 64 (H): 0.411, atom 65 (H): 0.386, atom 66 (H): 0.439, atom 67 (H): -0.217, atom 68 (H): 0.674, atom 69 (H): 0.356, atom 70 (H): 0.439, atom 71 (H): -0.227, atom 72 (H): 0.404


Stability ranking, top and bottom: A is the most stable and B is the least stable.


## A
DFT (ωB97M-V/def2-TZVPD) results for one molecule with the formula C4H10OSi.

HOMO level (spin up / spin down): -0.234 / -0.234 Eh
Lowest unoccupied orbital energy (spin up / spin down): -0.09 / -0.09 eV
HOMO-LUMO gap (spin up / spin down): 6.282 / 6.281 eV

```
16
C4H10OSi, DFT ωB97M-V/def2-TZVPD
Si 1.378 0.021 -0.986
O -0.440 0.325 -0.361
C 2.025 1.588 0.020
C -2.931 0.338 0.002
C -1.501 -0.268 -0.128
C 1.606 -1.584 -0.087
H 1.466 2.453 -0.436
H -1.325 -1.367 0.190
H 0.728 -1.808 0.646
H -3.173 0.150 1.102
H -3.716 -0.099 -0.672
H 3.124 1.629 0.125
H -2.801 1.392 -0.121
H 1.678 1.377 1.012
H 2.426 -1.782 0.505
H 1.455 -2.365 -0.811
```

Charges in e, computed with natural (NBO), in the same order as the atoms: atom 1 (Si): 0.913, atom 2 (O): -0.597, atom 3 (C): -1.108, atom 4 (C): -0.705, atom 5 (C): 0.441, atom 6 (C): -1.165, atom 7 (H): 0.235, atom 8 (H): 0.134, atom 9 (H): 0.207, atom 10 (H): 0.244, atom 11 (H): 0.252, atom 12 (H): 0.234, atom 13 (H): 0.237, atom 14 (H): 0.209, atom 15 (H): 0.236, atom 16 (H): 0.234


## B
DFT (ωB97M-V/def2-TZVPD) results for one molecule with the formula C4H10OSi.

HOMO level: -0.318 Eh
Lowest unoccupied orbital energy: 0.83 eV
HOMO-LUMO gap: 9.474 eV

```
16
C4H10OSi, DFT ωB97M-V/def2-TZVPD
Si -0.987 1.134 -0.033
O -0.153 -1.392 -0.791
C 0.169 2.104 -1.178
C -0.407 1.341 1.769
C -1.029 -0.754 -0.245
C -2.285 -1.445 0.243
H -3.125 -1.099 -0.362
H -0.344 2.379 2.079
H -1.046 0.816 2.473
H -2.383 1.198 -0.481
H -0.250 3.080 -1.417
H -2.491 -1.166 1.274
H 0.326 1.577 -2.114
H 1.142 2.264 -0.717
H -2.199 -2.522 0.137
H 0.589 0.910 1.856
```

Charges in e, computed with natural (NBO), in the same order as the atoms: atom 1 (Si): 1.241, atom 2 (O): -0.552, atom 3 (C): -1.087, atom 4 (C): -1.071, atom 5 (C): 0.235, atom 6 (C): -0.728, atom 7 (H): 0.233, atom 8 (H): 0.238, atom 9 (H): 0.238, atom 10 (H): -0.186, atom 11 (H): 0.242, atom 12 (H): 0.221, atom 13 (H): 0.253, atom 14 (H): 0.242, atom 15 (H): 0.232, atom 16 (H): 0.247


Stability ranking, top and bottom: B is the most stable and A is the least stable.


## A
DFT (ωB97M-V/def2-TZVPD) results for a 2-piece molecular cluster, C3H8OS2 overall.

HOMO level: -0.316 Eh
Lowest unoccupied orbital energy: 0.19 eV
HOMO-LUMO gap: 8.786 eV

```
14
C3H8OS2, DFT ωB97M-V/def2-TZVPD
S 1.650 1.497 0.038
S 2.453 -0.095 -1.134
O -2.653 -1.634 -0.083
C -4.815 -0.487 0.052
C 2.214 0.543 1.496
C -3.794 -1.175 0.547
H 3.305 0.581 1.762
H 1.716 0.813 2.497
H -4.644 0.409 -0.589
H -3.892 -1.530 1.596
H -2.022 -2.124 0.525
H 3.108 0.592 -2.009
H -5.781 -0.839 0.550
H 2.160 -0.556 1.298
```

Charges in e, computed with natural (NBO), in the same order as the atoms: atom 1 (S): 0.111, atom 2 (S): -0.137, atom 3 (O): -0.688, atom 4 (C): -0.567, atom 5 (C): -0.776, atom 6 (C): 0.170, atom 7 (H): 0.223, atom 8 (H): 0.231, atom 9 (H): 0.226, atom 10 (H): 0.145, atom 11 (H): 0.488, atom 12 (H): 0.124, atom 13 (H): 0.225, atom 14 (H): 0.225


## B
DFT (ωB97M-V/def2-TZVPD) results for a 2-piece molecular cluster, C3H8OS2 overall.

HOMO level: -0.313 Eh
Lowest unoccupied orbital energy: 0.52 eV
HOMO-LUMO gap: 9.044 eV

```
14
C3H8OS2, DFT ωB97M-V/def2-TZVPD
S -0.716 -5.693 1.017
S 1.249 -5.163 1.434
O -0.645 4.956 0.580
C -1.276 -4.417 -0.126
C 0.974 4.784 -1.101
C 0.667 4.698 0.188
H -0.961 4.197 1.093
H 0.082 4.907 -1.710
H -1.236 -4.767 -1.151
H -0.761 -3.465 0.005
H 1.330 4.400 1.008
H 1.952 4.687 -1.545
H -2.334 -4.258 0.112
H 1.675 -4.863 0.197
```

Charges in e, computed with natural (NBO), in the same order as the atoms: atom 1 (S): 0.093, atom 2 (S): -0.142, atom 3 (O): -0.708, atom 4 (C): -0.757, atom 5 (C): -0.481, atom 6 (C): 0.124, atom 7 (H): 0.475, atom 8 (H): 0.210, atom 9 (H): 0.219, atom 10 (H): 0.233, atom 11 (H): 0.166, atom 12 (H): 0.214, atom 13 (H): 0.230, atom 14 (H): 0.124


Stability ranking, top and bottom: B is the most stable and A is the least stable.